Record 1
The following is a quantum chemistry calculation of a molecular structure, ClF3O4Sr3, from the Open Molecules 2025 dataset.

Properties
Gap between HOMO and LUMO (alpha / beta) ... 8.15 / 2.93 eV
<S²> ... 0.76
Spin multiplicity ... 2
LUMO energy (alpha / beta) ... -10.81 / -15.48 eV
Total charge ... +3
Energy ... -1151.55495 hartree

CARTESIAN COORDINATES (ANGSTROEM)
Sr1 -1.8525 0.3253 -3.4249
Sr2 -1.8922 0.5913 2.6520
Sr3 3.4781 1.1369 1.1509
F1 0.4947 -0.4301 -3.6524
F2 2.1167 2.6736 -0.4159
F3 -0.5292 -0.9739 3.9188
Cl1 -0.3690 -0.6090 -0.1637
O1 0.8990 0.0671 0.3891
O2 -1.4024 0.2437 -0.4817
O3 -0.2144 -1.7073 -1.0817
O4 -0.7289 -1.3178 1.1095

Record 2
The following is a quantum chemistry calculation of 2 unconnected molecules or ions with the total composition C3H3Cl3S, from the Open Molecules 2025 dataset.

Properties
Gap between HOMO and LUMO (alpha / beta) ... 7.88 / 6.45 eV
LUMO energy (alpha / beta) ... -0.88 / -1.63 eV
Energy ... -1894.70118 hartree

CARTESIAN COORDINATES (ANGSTROEM)
C1 0.2060 0.7242 -1.4434
C2 -0.3348 0.7150 1.1027
C3 0.4421 -0.4559 1.1806
S1 1.6157 0.9876 -2.0638
Cl1 -2.1013 0.6358 0.8211
Cl2 2.1283 -0.0776 0.7783
Cl3 0.5336 -1.1236 2.9930
H1 -0.6167 0.0276 -1.4838
H2 0.1980 1.5789 1.3299
H3 0.2362 -1.3687 0.4924

Record 3
The following is a quantum chemistry calculation of C2H4N4O in the gas phase, from the Open Molecules 2025 dataset.

Properties
Gap between HOMO and LUMO ... 9.93 eV
LUMO energy ... 0.68 eV
Energy ... -372.80679 hartree

CARTESIAN COORDINATES (ANGSTROEM)
N1 -1.2156 -0.9542 0.1181
C1 0.8123 -0.2071 0.2679
C2 -1.0023 0.5109 -0.6823
N2 1.9608 -0.1082 0.9451
O1 0.1682 -1.3795 0.3072
N3 0.2720 0.7975 -0.3870
N4 -1.9260 1.0071 -1.3445
H1 -1.6565 -1.6282 -0.5023
H2 2.3886 0.7969 1.0310
H3 2.2088 -0.8504 1.5763
H4 -2.0103 2.0151 -1.3295

Record 4
The following is a quantum chemistry calculation of a gas-phase ion, C9H15N4 (charge +1), from the Open Molecules 2025 dataset.

Properties
Gap between HOMO and LUMO ... 9.22 eV
LUMO energy ... -3.31 eV
Total charge ... +1
Energy ... -570.64789 hartree

CARTESIAN COORDINATES (ANGSTROEM)
C1 2.0207 0.6419 0.9714
C2 2.0513 -0.7637 -0.9762
C3 3.3012 1.0995 0.5893
C4 3.3835 -0.3982 -1.0927
C5 1.3310 -0.2595 0.1391
C6 -1.0079 -0.0678 -1.5783
C7 -1.8894 0.9654 -0.8721
C8 -1.0296 0.1480 1.2985
C9 -0.0494 -0.8201 0.4410
N1 3.9454 0.5475 -0.3869
N2 -0.7209 -1.2461 -0.7515
N3 0.0308 -2.1185 1.2807
N4 -1.3183 1.3157 0.4796
H1 1.5437 0.9419 1.8849
H2 1.6796 -1.5551 -1.6043
H3 3.7658 1.9132 1.1042
H4 3.9810 -0.8322 -1.7562
H5 -1.2864 -0.4750 -2.4686
H6 -0.1212 0.5234 -1.7850
H7 -2.0118 1.9148 -1.6089
H8 -2.9396 0.5141 -0.9173
H9 -1.8818 -0.3506 1.4579
H10 -0.4503 0.3277 2.1521
H11 -1.4598 -1.9117 -0.5012
H12 0.4727 -2.0521 2.1664
H13 0.1038 -2.9958 0.7232
H14 -0.5716 1.9223 0.1816
H15 -1.8833 2.0783 0.8081